The following is a DFT calculation (ωB97M-V/def2-TZVPD) of a molecular structure, C12H25AlClN2O6P2 at a distorted geometry.

```
49
C12H25AlClN2O6P2 (ωB97M-V/def2-TZVPD)
C 1.759 5.102 -1.499
C 2.857 3.865 -1.689
O 2.303 2.750 -2.479
C 1.995 1.580 -1.643
Al 0.096 1.537 -0.866
C -1.110 3.171 -1.248
O 0.462 1.105 0.970
C 0.067 -0.324 1.205
C 1.275 -1.211 0.533
C 1.963 -2.305 1.583
C 1.688 -3.943 1.415
N 2.818 -1.941 2.609
P -0.084 -0.320 3.136
O 1.209 0.415 3.756
C -1.348 -0.483 0.328
N -1.662 -1.949 0.119
C -2.489 -2.541 1.238
C -2.267 -2.233 -1.240
C -1.321 -3.042 -2.354
O -3.507 -1.936 -1.639
P -2.920 0.414 0.995
O -4.012 0.775 -0.359
Cl -2.467 2.323 1.812
O -0.967 -0.012 -1.045
H 1.377 5.099 -0.393
H 0.869 4.974 -2.282
H 2.283 6.128 -1.811
H 3.202 3.571 -0.605
H 3.813 4.286 -2.258
H 2.111 0.590 -2.296
H 2.770 1.438 -0.748
H -0.994 4.018 -0.423
H -0.897 3.664 -2.289
H -2.220 2.766 -1.286
H 0.930 -1.863 -0.400
H 2.188 -0.558 0.138
H 2.720 -4.430 1.093
H 0.857 -4.166 0.623
H 1.370 -4.424 2.436
H 3.085 -2.839 3.094
H -0.199 -1.666 3.641
H -1.219 0.494 3.591
H -3.656 -2.380 1.062
H -2.141 -2.235 2.321
H -2.335 -3.723 1.175
H -0.339 -2.433 -2.544
H -1.117 -4.144 -1.962
H -1.964 -3.183 -3.349
H -4.842 0.223 -0.160
```

orbital gap = 7.6 eV
charge = -1



The following is a DFT calculation (ωB97M-V/def2-TZVPD) of a molecular structure, C12H25AsN7O2Re at a distorted geometry.

```
48
C12H25AsN7O2Re (ωB97M-V/def2-TZVPD)
Re 0.198 0.445 -0.130
C -3.217 -0.215 -3.049
N -1.960 -0.764 -3.465
C -1.944 -1.851 -4.544
C -0.876 -0.647 -2.668
N -0.749 0.432 -1.892
N 0.046 -1.717 -2.543
C 0.776 -2.055 -1.403
N 1.616 -3.081 -1.526
N 0.554 -1.524 -0.212
H -3.898 -0.018 -3.858
H -3.071 0.794 -2.593
H -3.689 -0.869 -2.272
H -2.996 -1.798 -4.921
H -1.827 -2.775 -4.118
H -1.209 -1.607 -5.288
H -1.310 1.237 -2.229
H 0.042 -2.392 -3.304
H 2.006 -3.372 -2.413
H 2.070 -3.342 -0.653
H 1.142 -1.893 0.591
C 4.900 -0.035 2.854
N 3.847 0.723 2.149
C 3.547 2.039 2.572
C 2.472 2.751 2.056
C 1.663 2.124 1.078
O 0.651 2.494 0.333
N 1.862 0.740 0.893
C 2.864 -0.011 1.430
O 2.903 -1.262 1.370
H 5.754 0.717 2.911
H 5.277 -0.877 2.179
H 4.707 -0.502 3.828
H 4.290 2.526 3.148
H 2.427 3.757 2.331
C -3.164 -0.231 0.703
As -1.622 0.765 1.238
C -2.221 2.572 1.364
C -1.313 0.393 3.205
H -4.051 0.343 0.900
H -3.023 -1.136 1.289
H -2.938 -0.476 -0.395
H -1.610 3.125 2.126
H -3.270 2.544 1.785
H -2.051 2.986 0.306
H -1.814 1.121 3.821
H -0.190 0.412 3.542
H -1.600 -0.591 3.473
```

orbital gap (spin up / spin down) = 7.5 / 6.8 eV
charge = +3
ΔE to the lowest compared entry with this formula, charge and spin = 38.4 kJ/mol
2S+1 = 4



The following is a DFT calculation (ωB97M-V/def2-TZVPD) of a molecular structure, C12H25GaI2NO4S2 at a distorted geometry.

```
47
C12H25GaI2NO4S2 (ωB97M-V/def2-TZVPD)
C -2.773 3.017 -2.201
C -1.961 3.138 -3.491
N -0.699 2.392 -3.414
C -0.878 0.944 -3.063
C -0.011 0.437 -1.914
Ga -0.850 -1.126 -0.970
C 0.010 -2.873 -1.606
I 1.383 -2.720 -3.200
C -0.288 -4.045 -1.070
C -1.270 -4.239 0.055
I 0.561 -5.917 -1.651
S -0.414 -0.864 1.337
C 1.004 0.196 1.577
O -0.047 -2.109 2.025
O -1.565 -0.162 1.921
C 0.088 2.580 -4.538
C 1.421 1.874 -4.531
O -0.245 3.295 -5.463
H -3.428 3.884 -2.086
H -2.126 2.920 -1.328
H -3.422 2.139 -2.209
H -1.702 4.185 -3.655
H -2.561 2.842 -4.360
H -1.933 0.789 -2.850
H -0.662 0.340 -3.953
H 0.969 0.141 -2.293
H 0.166 1.274 -1.227
H -2.413 -1.238 -1.191
H -1.862 -5.141 -0.109
H -0.744 -4.335 1.006
H -1.949 -3.386 0.110
H 1.126 0.279 2.658
H 0.828 1.153 1.090
H 1.855 -0.330 1.141
H 1.302 0.869 -4.949
H 2.092 2.428 -5.186
H 1.827 1.775 -3.528
C 2.281 0.815 6.660
S 2.882 -0.798 6.139
O 3.151 -0.708 4.685
C 1.309 -1.647 6.318
H 3.106 1.518 6.564
H 1.458 1.117 6.012
H 1.957 0.765 7.699
H 0.564 -1.162 5.688
H 1.008 -1.635 7.365
H 1.455 -2.672 5.984
```

orbital gap = 7.7 eV
charge = -1